# C39H36NO5P

2 unconnected molecules or ions with the total composition C39H36NO5P in a non-equilibrium geometry (the ωB97M-V functional and the def2-TZVPD basis, the Open Molecules 2025 dataset).

```
82
Properties=species:S:1:pos:R:3:lowdin_charge:R:1
C 5.0890 1.9717 -3.7594 -0.0649
O 3.6688 2.0201 -4.0179 -0.0894
C 2.8498 1.2805 -3.2206 -0.2605
C 1.4575 1.3855 -3.4531 0.0057
C 0.5641 0.6612 -2.6852 -0.0599
C 1.0257 -0.2586 -1.7284 -0.3755
P -0.0489 -1.3415 -0.6958 1.1340
C -1.6678 -1.0658 -1.5549 -0.3605
C -2.0452 -1.7925 -2.6953 -0.0756
C -3.1969 -1.4835 -3.3903 0.0054
C -4.0073 -0.4097 -2.9613 -0.2626
O -5.0328 -0.0702 -3.7881 -0.0927
C -5.8013 1.1153 -3.4966 -0.0625
C -3.6883 0.2819 -1.7640 -0.0053
C -2.5318 -0.0603 -1.0787 -0.0876
C 0.4226 -2.9394 -1.5067 -0.3739
C -0.2132 -4.1177 -1.0569 -0.0999
C -0.0692 -5.3162 -1.7444 -0.0167
C 0.7514 -5.3534 -2.9036 -0.2678
O 0.8740 -6.4310 -3.7249 -0.0953
C 0.1348 -7.6300 -3.4232 -0.0657
C 1.4458 -4.1984 -3.3130 0.0005
C 1.2727 -3.0184 -2.6233 -0.0890
C 2.4163 -0.3924 -1.5398 -0.1561
C 3.3259 0.3939 -2.2232 -0.0201
H 5.5210 2.6318 -4.5109 0.0915
H 5.3202 2.3450 -2.7521 0.0956
H 5.4849 0.9548 -3.8803 0.0927
H 1.1084 2.0452 -4.2451 0.1200
H -0.5055 0.7966 -2.8457 0.1063
H -1.4357 -2.6151 -3.0574 0.1023
H -3.4722 -2.0315 -4.2865 0.1198
H -6.5408 1.1452 -4.2968 0.0904
H -6.3000 1.0380 -2.5212 0.0944
H -5.1769 2.0183 -3.5269 0.0962
H -4.3236 1.0901 -1.3997 0.1088
H -2.2914 0.4634 -0.1555 0.0756
H -0.8404 -4.0773 -0.1641 0.1098
H -0.5998 -6.2102 -1.4175 0.1025
H 0.4692 -8.3263 -4.1919 0.0907
H 0.3828 -8.0118 -2.4232 0.0923
H -0.9476 -7.4639 -3.5047 0.0965
H 2.0812 -4.2378 -4.1932 0.1205
H 1.8120 -2.1537 -2.9976 0.0977
H 2.8011 -1.1327 -0.8339 0.1120
H 4.3934 0.3063 -2.0122 0.1065
O -4.3902 1.5421 2.6488 -0.0226
C -3.8396 2.2670 3.4995 -0.6807
O -3.8045 2.3343 4.7418 0.0001
C -2.8656 3.3191 2.8546 -0.1658
C -2.7270 4.6353 3.6475 -0.0554
C -1.4405 4.4700 4.3812 -0.1335
C -0.7998 3.3000 3.9456 -0.1335
C 0.4426 2.9220 4.4429 0.0111
C 1.0423 3.7259 5.4184 -0.0673
C 0.4061 4.8988 5.8620 -0.0705
C -0.8398 5.2787 5.3446 -0.0096
N -1.5929 2.6417 3.0077 0.0458
C -1.3295 1.5214 2.3140 0.0267
C -0.3062 0.6054 2.5968 -0.0597
C 0.5363 0.0719 1.6133 -0.0985
C 1.8348 -0.4259 2.0644 -0.2346
C 3.0461 0.0015 1.4695 -0.0451
C 4.2794 -0.3282 2.0298 -0.0757
C 4.3352 -1.0060 3.2511 -0.0813
C 3.1438 -1.4254 3.8633 -0.0723
C 1.9131 -1.1854 3.2525 -0.0367
H -3.1127 3.4651 1.8004 0.1512
H -2.6791 5.4548 2.9152 0.1256
H -3.5742 4.8321 4.3132 0.1342
H 0.9231 2.0253 4.0656 0.0947
H 2.0087 3.4359 5.8299 0.1048
H 0.8962 5.5224 6.6178 0.1061
H -1.3489 6.1856 5.6698 0.1185
H -2.0303 1.3476 1.4943 0.1207
H -0.1509 0.3582 3.6569 0.1232
H 0.4188 0.4913 0.5998 0.0582
H 3.0137 0.6287 0.5773 0.0995
H 5.2007 -0.0243 1.5285 0.1064
H 5.2990 -1.2186 3.7200 0.1047
H 3.1738 -1.9297 4.8287 0.1056
H 0.9820 -1.5440 3.6980 0.1194
```

Properties
M	629.69	g mol⁻¹
LUMO	-1.24	eV
relative energy (zero: lowest compared OMol25 entry of this formula, charge and spin)	0.0	kJ/mol
electronic energy	-2279.9278	Ha
orbital gap	6.3	eV


# C39H37BF2N4O4S5Sr

A molecular structure, C39H37BF2N4O4S5Sr (the ωB97M-V functional and the def2-TZVPD basis, the Open Molecules 2025 dataset).

```
93
Properties=species:S:1:pos:R:3:lowdin_charge:R:1
Sr 0.8133 -0.6289 0.1779 1.2888
C 1.4324 -1.6114 4.2224 -0.0883
C 1.1243 -2.7016 3.2524 -0.6489
N 1.4260 -2.6775 1.9872 0.0421
C 1.1093 -3.8677 1.3696 -0.3310
C 0.4957 -4.7826 2.1670 -0.3375
S 0.3580 -4.1610 3.7508 1.0697
C 1.5242 -4.0594 -0.0253 -0.3492
C 1.5058 -5.2317 -0.7102 -0.3386
S 2.1839 -5.0039 -2.2598 1.0767
C 2.4506 -3.3422 -1.9009 -0.6327
N 2.0596 -2.9912 -0.7135 0.0349
C 3.0496 -2.4214 -2.9077 -0.0553
H 1.2208 -0.6427 3.7752 0.0458
H 2.4991 -1.6244 4.4518 0.0972
H 0.8717 -1.7375 5.1475 0.0704
H 0.1393 -5.7650 1.9076 0.0769
H 1.1642 -6.1964 -0.3755 0.0757
H 3.7417 -2.9512 -3.5609 0.0781
H 3.5787 -1.6178 -2.3979 0.0822
H 2.2613 -1.9823 -3.5206 0.0754
O -0.5292 1.4947 -0.1690 -0.6350
S -1.5277 2.6002 -0.3076 1.0061
C -2.7290 2.3140 1.0183 -0.3034
C -3.3708 0.9349 0.9772 -0.2269
C -3.9730 0.5144 2.3199 -0.2077
C -2.9804 0.3090 3.4573 -0.3107
S -1.7326 -0.9901 3.2628 0.9949
O -0.9350 -0.6509 2.0428 -0.6224
C -2.8039 -2.3387 2.7984 -0.3965
C -2.8318 -2.7466 1.4766 -0.0645
C -3.6558 -3.8060 1.1206 -0.0463
C -4.4304 -4.4389 2.0825 -0.0724
C -4.3801 -4.0269 3.4098 -0.0782
C -3.5561 -2.9746 3.7773 -0.0923
C -2.5768 2.1914 -1.6934 -0.3847
C -2.5902 0.8936 -2.1735 -0.0845
C -3.4314 0.5771 -3.2296 -0.0479
C -4.2379 1.5573 -3.7933 -0.0723
C -4.2051 2.8595 -3.3089 -0.0790
C -3.3650 3.1858 -2.2545 -0.0871
H -3.4583 3.1259 0.9546 0.1016
H -2.1282 2.4693 1.9172 0.0886
H -2.6248 0.2035 0.6646 0.0855
H -4.1624 0.9295 0.2267 0.1231
H -4.5389 -0.4079 2.1731 0.1118
H -4.6956 1.2667 2.6535 0.1210
H -3.4971 0.0458 4.3843 0.0935
H -2.3824 1.1986 3.6680 0.0885
H -2.2070 -2.2611 0.7348 0.0565
H -3.6819 -4.1217 0.0858 0.1098
H -5.0723 -5.2642 1.8023 0.1044
H -4.9745 -4.5328 4.1593 0.1048
H -3.4928 -2.6615 4.8136 0.1120
H -1.9562 0.1369 -1.7213 0.0521
H -3.4554 -0.4407 -3.5980 0.1131
H -4.8930 1.3081 -4.6181 0.1047
H -4.8261 3.6231 -3.7585 0.1045
H -3.3188 4.2022 -1.8801 0.1096
O 2.1890 0.6329 2.1740 -0.4054
S 3.2821 1.1985 1.3783 0.5661
O 4.6151 0.9853 1.8881 -0.3071
N 2.9923 0.6966 -0.0735 -0.2475
C 3.5669 1.2358 -1.2025 -0.2895
C 4.7766 1.8936 -1.2765 -0.0152
C 5.2400 2.4260 -2.4963 -0.0751
C 4.5179 2.3066 -3.6488 -0.0563
C 3.2709 1.6362 -3.6192 -0.1597
C 2.4541 1.4868 -4.7627 -0.0131
C 1.2528 0.8488 -4.6602 -0.0447
C 0.8638 0.3412 -3.4039 -0.1443
N 1.5933 0.4515 -2.3219 0.0743
C 2.7915 1.0982 -2.4055 -0.1718
C 3.0421 2.9659 1.3666 -0.2624
C 2.0108 3.5123 0.6153 -0.0580
C 1.8134 4.8842 0.6285 -0.0735
C 2.6436 5.7009 1.3869 -0.0874
C 3.6770 5.1465 2.1277 -0.0780
C 3.8830 3.7731 2.1158 -0.0541
H 5.3792 1.9874 -0.3825 0.1059
H 6.1948 2.9369 -2.5106 0.1037
H 4.8775 2.7164 -4.5843 0.1051
H 2.7958 1.8884 -5.7099 0.1155
H 0.6011 0.7210 -5.5138 0.1041
H -0.0743 -0.1938 -3.2987 0.0876
H 1.3804 2.8630 0.0212 0.0796
H 1.0153 5.3176 0.0386 0.1002
H 2.4894 6.7725 1.3921 0.1001
H 4.3301 5.7837 2.7100 0.1023
H 4.6913 3.3189 2.6726 0.1108
F -0.4486 -2.8929 -2.6228 0.0348
B -1.0796 -2.2341 -1.5969 -0.5820
F -2.4304 -2.4871 -1.7375 0.0284
```

Properties
M	922.51	g mol⁻¹
LUMO	0.22	eV
relative energy (zero: lowest compared OMol25 entry of this formula, charge and spin)	202.9	kJ/mol
electronic energy	-4274.7869	Ha
orbital gap	6.8	eV